[1]
{
  "formula": "C15H22B4F16N3O3V",
  "method": "wB97M-V/def2-TZVPD",
  "symbols": ["O", "V", "O", "C", "C", "O", "N", "H", "H", "C", "H", "H", "H", "H", "H", "H", "C", "N", "C", "C", "C", "C", "C", "C", "C", "C", "N", "C", "C", "C", "H", "H", "H", "H", "H", "H", "H", "H", "H", "H", "H", "H", "H", "H", "B", "F", "F", "F", "F", "B", "F", "F", "F", "F", "B", "F", "F", "F", "F", "B", "F", "F", "F", "F"],
  "positions_angstrom": [[1.6404, -0.0969, 0.0799], [2.9768, 0.8121, -0.1465], [3.7967, 0.5706, 1.1591], [-1.0733, 2.6015, -0.1554], [-2.2455, 2.8072, 0.7231], [-2.3158, 2.7088, 1.8858], [-3.5214, 3.3094, -0.0286], [-3.4744, 4.2940, 0.2602], [-3.6024, 3.2678, -1.0415], [-4.8094, 2.8158, 0.5616], [-0.4121, 1.8007, 0.1714], [-0.4819, 3.5236, -0.1602], [-1.3274, 2.2934, -1.1753], [-5.6031, 3.5513, 0.4930], [-4.6923, 2.5461, 1.6086], [-5.0440, 1.8766, 0.0650], [0.5174, -4.3232, 4.6080], [-0.0033, -3.8092, 3.3120], [0.7611, -2.9343, 2.6303], [0.3172, -2.3936, 1.4494], [-0.9081, -2.7860, 0.9020], [-1.6391, -3.7173, 1.6197], [-1.1780, -4.2313, 2.8122], [-1.3962, -2.0457, -0.2772], [-0.5045, -1.7437, -1.2710], [-0.8738, -1.0639, -2.3909], [-2.1858, -0.7986, -2.5946], [-3.1254, -1.1724, -1.6937], [-2.7225, -1.6924, -0.4764], [-2.5207, 0.0972, -3.7183], [0.9358, -3.4502, 5.1041], [1.3320, -5.0151, 4.4160], [-0.3233, -4.7129, 5.1689], [1.6831, -2.6027, 3.0877], [0.9944, -1.7078, 0.9290], [-2.6515, -3.9877, 1.3452], [-1.7350, -4.9646, 3.3746], [0.5367, -2.0346, -1.1488], [-0.2473, -0.6103, -3.1536], [-4.1299, -0.9139, -1.9935], [-3.4790, -1.8154, 0.2882], [-2.3627, -0.4501, -4.6461], [-1.8180, 0.9332, -3.6885], [-3.5456, 0.4526, -3.6803], [4.9636, 2.7288, -0.9965], [6.3082, 2.9744, -0.7583], [4.7143, 1.3585, -1.2750], [4.1392, 3.0598, 0.0670], [4.5941, 3.4638, -2.1362], [1.6516, 3.3073, 2.0259], [1.7914, 2.5386, 0.8220], [0.4078, 2.8645, 2.5824], [2.6697, 2.9998, 2.9152], [1.5637, 4.6602, 1.7609], [3.9886, -2.5167, -0.8974], [3.1908, -3.2287, -1.8189], [5.3054, -2.9144, -0.9737], [3.8588, -1.1309, -1.2276], [3.4257, -2.7001, 0.3971], [1.6237, 1.4800, -3.0347], [0.2335, 1.8296, -3.2869], [2.3805, 1.8921, -4.0886], [2.0464, 2.0722, -1.8094], [1.6044, 0.0734, -2.8815]],
  "lowdin_charge": [-0.366, 1.103, -0.180, 0.046, -0.376, 0.214, 0.089, 0.186, 0.171, -0.001, 0.096, 0.137, 0.080, 0.104, 0.098, 0.094, 0.048, -0.081, 0.052, 0.082, -0.099, 0.031, 0.000, -0.121, 0.070, 0.062, -0.071, -0.006, 0.029, 0.032, 0.108, 0.116, 0.099, 0.167, 0.091, 0.128, 0.143, 0.146, 0.142, 0.133, 0.126, 0.116, 0.092, 0.093, -1.252, 0.145, 0.084, 0.146, 0.118, -1.234, 0.044, 0.063, 0.140, 0.140, -1.216, 0.083, 0.148, 0.076, 0.070, -1.192, 0.037, 0.191, 0.091, 0.092],
  "lumo_ev": -3.2,
  "total_energy_ha": -3616.830506,
  "homo_ev": -9.5
}

---

[2]
{
  "formula": "C15H22BHgN8O2S6",
  "method": "wB97M-V/def2-TZVPD",
  "symbols": ["Hg", "O", "C", "S", "C", "C", "S", "S", "S", "N", "N", "C", "N", "S", "H", "H", "H", "H", "H", "N", "C", "N", "N", "C", "N", "H", "H", "H", "H", "B", "C", "N", "H", "H", "H", "C", "C", "C", "C", "C", "C", "C", "S", "C", "O", "H", "H", "H", "H", "H", "H", "H", "H", "H", "H"],
  "positions_angstrom": [[1.8912, 0.5984, 0.4931], [2.1159, 2.1392, 7.2132], [1.9382, 1.8781, 6.0410], [1.9537, 3.0688, 4.7499], [1.6079, 1.9857, 3.4053], [1.4566, 0.6838, 3.7227], [1.0778, -0.6457, 2.6386], [1.6317, 0.2631, 5.4209], [1.4686, 2.7471, 1.8326], [-1.2233, 1.0929, 0.4568], [-1.8732, 2.2339, 0.9038], [-1.5752, 3.4470, 0.4235], [-2.0977, 4.4693, 1.2043], [-0.7673, 3.7567, -0.9933], [-1.8000, 0.5531, -0.1788], [-0.9175, 0.5303, 1.2457], [-2.4176, 2.1778, 1.7513], [-1.9852, 4.3257, 2.1996], [-1.7301, 5.3591, 0.9041], [-0.1957, 1.6683, -5.6615], [-0.1823, 1.3851, -4.2796], [-1.2872, 1.8637, -3.5396], [0.7539, 0.5556, -3.7680], [0.8811, 0.2498, -2.5571], [1.0339, -0.0868, -1.4253], [-1.1000, 1.4355, -6.0864], [0.5225, 1.1144, -6.1102], [-1.6468, 2.7182, -3.9424], [-1.0422, 2.0427, -2.5697], [6.8665, -0.3899, 0.3359], [5.3052, -0.0543, 0.3412], [4.1773, 0.1874, 0.3437], [7.2642, -0.3536, 1.4881], [7.4285, 0.4522, -0.3454], [7.0065, -1.5038, -0.1417], [-4.9019, -1.6177, -0.6556], [-3.4360, -1.9601, -0.5634], [-2.7541, -1.8800, 0.6460], [-1.3932, -2.1537, 0.7256], [-0.7077, -2.5206, -0.4212], [-1.3652, -2.6045, -1.6376], [-2.7222, -2.3224, -1.7011], [1.0641, -2.8377, -0.4436], [1.0771, -4.0696, 0.8763], [1.3266, -3.5909, -1.7101], [-5.3329, -1.4634, 0.3342], [-5.4650, -2.4108, -1.1517], [-5.0514, -0.7022, -1.2319], [-3.2916, -1.5965, 1.5448], [-0.8783, -2.0590, 1.6764], [-0.7956, -2.8816, -2.5163], [-3.2345, -2.3806, -2.6558], [0.2135, -4.7281, 0.7990], [1.1023, -3.5485, 1.8362], [2.0058, -4.6209, 0.7337]],
  "lowdin_charge": [0.706, -0.122, -1.074, 0.909, -1.189, -1.179, 0.434, 0.911, 0.411, 0.017, -0.099, -0.955, 0.047, 0.622, 0.079, 0.011, 0.139, 0.084, 0.061, 0.036, -0.541, 0.057, 0.076, -0.402, -0.051, 0.038, 0.053, 0.050, -0.064, -0.470, -0.249, 0.019, -0.022, -0.023, -0.022, -0.064, -0.294, -0.067, -0.121, -0.390, -0.067, -0.044, 0.845, -0.252, -0.536, 0.066, 0.071, 0.077, 0.108, 0.035, 0.104, 0.109, 0.053, 0.019, 0.048],
  "lumo_ev": [4.0, 4.0],
  "total_energy_ha": -3740.753322,
  "homo_ev": [0.6, -2.1],
  "e_above_lowest_kj_mol": 88.8,
  "total_charge": -2,
  "multiplicity": 2
}

---

[3]
{
  "formula": "C15H22Cl2N4O2Se3Tb",
  "method": "wB97M-V/def2-TZVPD",
  "symbols": ["Tb", "C", "Se", "C", "C", "Se", "C", "H", "H", "H", "H", "H", "H", "H", "H", "H", "H", "Cl", "C", "Cl", "H", "H", "N", "C", "C", "C", "O", "O", "H", "H", "H", "H", "H", "H", "Se", "C", "N", "N", "C", "C", "C", "C", "C", "N", "C", "H", "H", "H", "H"],
  "positions_angstrom": [[0.9181, -0.0816, 0.5596], [-1.9744, -1.9758, 2.4740], [-1.8235, -0.1452, 1.7937], [-3.1889, -0.0253, 0.3285], [-3.9029, -1.2247, -0.2738], [-3.3251, -1.7892, -2.1299], [-3.5174, -3.7923, -1.8954], [-2.9993, -2.2118, 2.7759], [-1.2456, -2.1105, 3.3121], [-1.7609, -2.6131, 1.6166], [-2.5967, 0.4422, -0.4438], [-3.8997, 0.6579, 0.7367], [-5.0017, -1.0278, -0.4689], [-3.8706, -2.1511, 0.2608], [-4.3818, -4.0187, -1.2081], [-2.5249, -4.1886, -1.5415], [-3.8363, -4.2538, -2.8310], [3.5989, -0.5403, 1.3209], [3.8159, -1.2395, 3.1140], [2.2352, -1.1907, 3.8434], [4.5801, -0.6664, 3.7257], [4.0730, -2.2534, 2.9268], [1.6011, -0.7418, -4.6579], [0.5399, 0.2494, -4.6574], [0.4219, 1.2093, -3.4237], [0.5158, 0.6858, -2.0013], [1.5872, 0.0885, -1.6024], [-0.4450, 0.8351, -1.1876], [2.2697, -0.7464, -3.9006], [2.0850, -0.9413, -5.5451], [-0.4099, -0.3220, -4.7149], [0.5082, 0.8256, -5.5649], [-0.6135, 1.6546, -3.5239], [1.1043, 2.0781, -3.5574], [-0.3591, -4.8934, -0.8451], [0.2297, -3.4005, -0.1047], [0.5519, -2.3194, 0.3437], [2.0688, 3.5710, 5.7019], [1.8142, 3.4988, 4.5694], [1.6982, 3.4217, 3.1833], [2.0705, 4.5185, 2.3877], [1.8690, 4.4632, 1.0263], [1.6069, 3.1824, 0.4870], [1.3915, 2.0879, 1.2415], [1.1531, 2.2861, 2.5488], [2.6460, 5.2945, 2.8468], [2.1313, 5.3617, 0.4053], [1.7943, 3.0393, -0.5564], [0.7975, 1.4133, 3.1050]],
  "lowdin_charge": [1.375, -0.363, 0.886, -0.473, -0.512, 0.855, -0.406, 0.040, 0.044, -0.006, 0.009, 0.049, 0.080, 0.028, 0.040, -0.125, 0.013, 0.461, -0.779, 0.580, 0.087, 0.023, -0.007, -0.260, -0.076, -0.618, -0.174, -0.149, 0.052, 0.083, 0.107, 0.102, 0.137, 0.129, 0.699, -0.875, -0.175, 0.210, -0.170, -0.184, 0.027, 0.011, -0.062, -0.125, -0.081, 0.136, 0.148, 0.120, 0.090],
  "lumo_ev": [-4.1, -4.1],
  "total_energy_ha": -9903.215152,
  "homo_ev": [-10.1, -10.2],
  "e_above_lowest_kj_mol": 61.4,
  "total_charge": 1,
  "multiplicity": 7
}

---

[4]
{
  "formula": "C15H22KN8S2",
  "method": "wB97M-V/def2-TZVPD",
  "symbols": ["K", "C", "C", "N", "N", "C", "N", "S", "C", "C", "C", "C", "C", "N", "H", "H", "H", "H", "H", "H", "H", "H", "H", "H", "S", "C", "N", "C", "C", "C", "N", "H", "H", "H", "H", "H", "H", "H", "H", "N", "C", "C", "C", "N", "H", "H", "H", "H"],
  "positions_angstrom": [[-0.4255, 1.6852, -0.4350], [-1.7956, 0.2588, 4.2588], [-1.5153, 0.4778, 2.7955], [-1.4433, 1.6077, 2.2005], [-1.5933, 2.7664, 2.8368], [-1.6084, 3.9779, 2.2068], [-1.7236, 5.0411, 3.0254], [-1.5645, 4.1848, 0.5754], [-1.3556, -0.7235, 1.9611], [-1.3180, -2.0026, 2.5286], [-1.2140, -3.1105, 1.7071], [-1.1577, -2.9171, 0.3361], [-1.1835, -1.6110, -0.1363], [-1.2720, -0.5484, 0.6401], [-1.9235, 1.1796, 4.8221], [-0.9779, -0.2904, 4.7200], [-2.7078, -0.3261, 4.3665], [-1.7241, 2.7876, 3.8504], [-1.8185, 4.9547, 4.0229], [-1.7302, 5.9613, 2.6187], [-1.3686, -2.1375, 3.5952], [-1.1900, -4.1019, 2.1360], [-1.1156, -3.7512, -0.3467], [-1.1501, -1.4104, -1.2001], [2.4293, 1.1909, 0.0578], [2.6703, -0.3836, -0.4131], [2.5120, -1.3882, 0.4657], [2.8636, -2.7504, 0.1348], [2.4593, -2.9986, -1.3143], [3.2237, -2.0129, -2.1914], [3.0169, -0.6727, -1.6779], [2.3520, -1.1204, 1.4251], [2.3401, -3.4233, 0.8148], [3.9452, -2.9070, 0.2446], [1.3870, -2.8272, -1.4292], [2.6799, -4.0262, -1.5963], [2.8574, -2.0557, -3.2211], [4.2924, -2.2599, -2.1978], [3.2819, 0.1146, -2.2515], [-1.8174, 1.9839, -3.8156], [-1.5036, 1.9673, -5.1224], [-0.1864, 1.5807, -5.2059], [0.2064, 1.3880, -3.8764], [-0.7905, 1.6337, -3.0436], [-2.6983, 2.2486, -3.4052], [-2.2178, 2.2150, -5.8805], [0.4078, 1.4594, -6.0877], [1.1648, 1.0896, -3.5001]],
  "lowdin_charge": [0.505, -0.008, -0.246, 0.049, -0.023, -0.883, 0.096, 0.618, -0.226, -0.004, -0.042, -0.049, -0.138, 0.031, 0.066, 0.093, 0.101, 0.142, 0.109, 0.102, 0.105, 0.116, 0.110, 0.114, 0.583, -0.890, 0.007, -0.170, -0.156, -0.168, 0.011, 0.128, 0.121, 0.129, 0.104, 0.122, 0.125, 0.127, 0.124, -0.021, -0.086, -0.057, -0.161, -0.079, 0.162, 0.119, 0.096, 0.091],
  "lumo_ev": -2.8,
  "total_energy_ha": -2419.023666,
  "homo_ev": -10.9,
  "e_above_lowest_kj_mol": 48.7,
  "total_charge": 1
}